1.
C3H6ClCrO3 | ωB97M-V/def2-TZVPD

Output
Gap between HOMO and LUMO (alpha / beta) (Eh): 0.265 / 0.304
Total charge: 0
Calculated total energy (a.u.): -1848.2214
E_HOMO (alpha / beta) (eV): -8.82 / -9.62
Energy relative to the best compared isomer or geometry (same formula, charge and spin) (eV): 0.529
Expectation value of S²: 8.757
Multiplicity: 6

```
14
Properties=species:S:1:pos:R:3:forces:R:3
Cr -8.84537 -5.12804 -18.62715 1.803 0.037 -0.062
Cl -6.30406 -5.06211 -18.70592 -1.787 -0.041 0.078
C -4.48875 -8.10967 -17.47827 0.874 0.929 1.203
O -4.83817 -9.16086 -18.33958 -0.911 -1.001 -1.511
C -4.90945 -10.41213 -17.89264 2.037 -0.735 3.228
O -4.47562 -10.74148 -16.73764 -2.149 0.603 -4.575
O -5.40587 -11.24268 -18.89808 0.842 2.091 2.218
C -5.32725 -12.60767 -18.61424 -0.750 -2.316 0.320
H -5.27948 -7.90633 -16.75612 0.154 -0.314 0.163
H -4.30802 -7.15826 -17.97851 -0.591 -0.438 -0.925
H -3.51766 -8.27989 -17.01340 -0.256 -0.540 0.455
H -4.73933 -13.11701 -19.37780 0.241 0.194 0.182
H -6.29779 -13.10370 -18.60423 -0.631 0.560 -0.844
H -5.07823 -12.94362 -17.60765 1.123 0.970 0.071
```
Positions in Å, forces in eV/Å.

***

2.
C6H16N2 | ωB97M-V/def2-TZVPD

Output
Gap between HOMO and LUMO (Eh): 0.368
Total charge: 0
Calculated total energy (a.u.): -347.6123
E_HOMO (eV): -8.89
Energy relative to the best compared isomer or geometry (same formula, charge and spin) (eV): 3.063

```
24
Properties=species:S:1:pos:R:3:forces:R:3
C 0.29839 2.37345 2.63265 4.743 -0.042 3.700
C 1.36858 1.43586 2.06298 1.613 -1.469 0.746
N 1.08677 -0.02140 1.93269 0.503 3.792 -6.358
C -0.05318 -0.10473 1.00388 -1.306 0.288 -0.569
C 0.35931 -0.30497 -0.56812 -0.525 1.808 0.833
C -0.41292 -1.39735 -1.28513 -0.305 -0.622 -0.379
C -0.93520 -1.08748 -2.73136 1.238 1.505 -1.568
N -1.73372 -2.11630 -3.40664 -1.028 1.945 3.496
H 0.85435 3.33953 2.74344 -0.841 -0.344 -0.464
H 0.38487 2.02447 3.70057 -1.114 0.481 -0.552
H -0.67939 2.51001 2.36178 -2.152 -0.037 -1.204
H 1.71978 1.72783 1.12018 0.327 0.666 -1.591
H 2.31100 1.47550 2.70463 -1.295 0.350 -0.479
H 0.96023 -0.32857 2.77827 -1.495 -2.680 5.616
H -0.77961 -0.95994 1.35990 1.179 1.792 -0.867
H -0.52802 0.97947 1.03633 -0.023 -2.668 -0.132
H 1.41131 -0.57636 -0.55174 0.182 0.340 -0.136
H 0.21469 0.67114 -1.15840 0.391 -1.136 1.126
H -1.30064 -1.63679 -0.70808 -0.243 -0.183 0.121
H 0.29836 -2.24327 -1.15192 -0.952 -0.149 -0.947
H -1.59512 -0.15341 -2.76141 1.028 -0.996 0.605
H -0.07971 -0.85121 -3.49960 -0.800 0.003 1.828
H -1.28754 -2.95387 -3.31204 1.225 -2.766 -0.391
H -1.88257 -1.80163 -4.30288 -0.351 0.121 -2.432
```
Positions in Å, forces in eV/Å.

***

3.
C34H29NO4P2RhS3 | ωB97M-V/def2-TZVPD

Output
Gap between HOMO and LUMO (Eh): 0.252
Total charge: -1
Calculated total energy (a.u.): -3656.6891
E_HOMO (eV): -4.88
Energy relative to the best compared isomer or geometry (same formula, charge and spin) (eV): 0.829

```
74
Properties=species:S:1:pos:R:3:forces:R:3
Rh 0.01578 -2.48142 -0.44274 0.302 -0.293 0.154
S 2.22789 -2.43103 -1.15079 -0.342 0.149 -0.027
P 1.64020 -0.53406 -1.65670 0.333 0.143 -0.160
C 0.10812 -0.41030 -1.03680 -0.012 -0.243 0.183
P -1.49718 -0.53432 -1.40958 -0.516 0.196 -0.164
S -1.94888 -2.47166 -1.90082 0.040 0.127 0.020
C -2.43744 -0.11700 0.09552 -0.092 0.030 -0.084
C -3.82496 -0.24411 0.12542 0.009 0.029 -0.007
C -4.52347 0.03568 1.28802 0.019 -0.002 0.002
C -3.83644 0.43576 2.43031 0.000 0.002 -0.006
C -2.45584 0.55949 2.40466 -0.002 -0.006 0.008
C -1.75493 0.28687 1.23556 0.030 -0.042 0.026
C -2.21361 0.60735 -2.64832 0.179 0.043 -0.008
C -2.21612 1.97705 -2.38689 0.020 -0.018 0.014
C -2.69890 2.86791 -3.33121 -0.002 -0.002 -0.010
C -3.18437 2.39587 -4.54567 0.001 0.006 0.007
C -3.18433 1.03518 -4.81056 0.001 -0.001 0.010
C -2.69676 0.14222 -3.86380 0.004 -0.008 0.010
C 1.77940 -0.28360 -3.46193 -0.001 -0.019 -0.005
C 2.79142 0.46187 -4.05874 -0.024 -0.007 0.004
C 2.82856 0.60936 -5.44012 -0.003 0.002 0.010
C 1.85727 0.01366 -6.22950 0.005 0.001 -0.003
C 0.84762 -0.73683 -5.63898 0.002 0.000 -0.008
C 0.80902 -0.88568 -4.26313 0.012 -0.006 0.017
C 2.81697 0.68813 -1.01450 -0.022 0.041 -0.032
C 4.12078 0.34391 -0.68981 0.001 0.011 0.003
C 5.00368 1.31879 -0.24699 -0.003 -0.004 -0.001
C 4.58182 2.63524 -0.12332 -0.010 -0.001 -0.003
C 3.27238 2.97798 -0.43679 0.012 -0.002 0.003
C 2.39122 2.00382 -0.88089 -0.006 -0.002 0.018
H -4.35295 -0.58031 -0.76014 -0.004 0.006 0.000
H -5.60099 -0.07148 1.31060 0.000 0.003 0.001
H -4.38130 0.64153 3.34403 -0.002 -0.001 -0.003
H -1.91488 0.85195 3.29680 0.010 0.002 0.000
H -0.67250 0.35200 1.19835 -0.006 0.018 -0.005
H -1.84190 2.33892 -1.43522 -0.005 0.008 -0.003
H -2.69994 3.93057 -3.12262 0.000 -0.001 0.002
H -3.56318 3.09175 -5.28411 0.002 0.001 0.001
H -3.56186 0.66718 -5.75657 0.002 -0.007 0.003
H -2.68903 -0.92410 -4.05845 -0.009 0.004 -0.010
H 3.54794 0.93496 -3.44584 0.005 0.006 -0.011
H 3.61610 1.19512 -5.89788 0.003 0.000 0.005
H 1.88538 0.13381 -7.30560 -0.002 -0.002 0.000
H 0.08904 -1.20594 -6.25311 -0.005 -0.001 0.007
H 0.02753 -1.47682 -3.79720 -0.001 -0.008 -0.013
H 4.42873 -0.69306 -0.74663 0.006 0.001 -0.002
H 6.01705 1.04669 0.02020 -0.002 -0.003 0.000
H 5.26981 3.39273 0.23180 -0.002 0.002 0.000
H 2.93735 4.00188 -0.32528 -0.003 -0.001 -0.001
H 1.35919 2.25204 -1.10416 0.000 0.007 0.000
C -1.05772 1.24095 6.94773 0.011 -0.007 -0.008
C -0.41681 0.52115 5.79078 0.001 0.029 -0.001
C 0.46070 1.17164 4.93256 -0.002 -0.003 -0.003
C 1.05246 0.50216 3.86843 -0.068 -0.011 -0.028
C 0.77426 -0.83924 3.65001 -0.007 0.099 -0.019
C -0.10002 -1.50389 4.50190 0.052 -0.011 0.035
C -0.68771 -0.82459 5.55603 -0.012 -0.033 -0.003
S 1.59719 -1.64227 2.27129 0.071 0.177 0.099
O 2.04185 -0.55204 1.44310 0.039 0.031 -0.015
O 2.59441 -2.49716 2.87035 -0.070 -0.027 0.039
N 0.44264 -2.44850 1.52299 0.084 -0.362 -0.063
C 0.07098 -3.74449 2.12108 -0.017 0.082 -0.057
C -0.01611 -4.87545 1.09563 -0.025 -0.160 -0.056
O -0.12091 -6.02375 1.50175 0.006 0.057 -0.017
O -0.01970 -4.51214 -0.14096 -0.029 -0.026 0.134
H -0.88452 2.31529 6.88684 -0.003 -0.001 0.000
H -0.65280 0.89002 7.89950 -0.001 0.001 0.001
H -2.13547 1.07069 6.96917 0.000 0.002 0.000
H 0.68108 2.22192 5.08976 0.000 -0.003 -0.001
H 1.71825 1.01558 3.18775 0.005 -0.004 -0.001
H -0.32861 -2.54823 4.35118 0.010 -0.019 -0.015
H -1.37599 -1.35188 6.20784 0.002 0.002 -0.002
H -0.92965 -3.67584 2.56279 0.011 0.016 0.039
H 0.77366 -4.05542 2.89262 0.017 0.011 -0.003
```
Positions in Å, forces in eV/Å.

***

- What is the energy relative to the best compared isomer or geometry (same formula, charge and spin) in the second record?
  3.063 eV

***

- Which of these has the lowest calculated total energy?
  C34H29NO4P2RhS3